Record 1
DFT (ωB97M-V/def2-TZVPD) results for the ion C3H7N2 with charge +1 at a distorted geometry.

The geometry in ORCA input format:
```
! wB97M-V def2-TZVPD RIJCOSX def2/J DEFGRID3
* xyz 1 1
C -1.11015 -0.11778 -0.75024
C 1.15598 -0.68019 0.42554
C -0.10764 0.18691 0.41512
N 0.43970 2.58530 0.30972
N 0.25173 1.49545 0.46310
H -1.90661 0.61568 -0.75308
H -1.65000 -1.10805 -0.75210
H -0.73370 -0.14863 -1.83992
H 1.79702 -0.75458 -0.52508
H 1.76693 -0.40794 1.28351
H 0.80990 -1.76613 0.35400
H -0.71317 0.09997 1.36943
*
```

Results
Max |F| = 7.0 eV Å⁻¹
Energy relative to the best compared isomer or geometry (same formula, charge and spin) = 45.0 kcal/mol
HOMO = -17.44 eV
E = -6195.560 eV
SMILES string = CC(C)[N+]#N
HOMO-LUMO gap = 11.5 eV

Results of the natural (NBO) charge analysis, in e, for atoms 1 through 6: C -0.6361; C -0.6334; C -0.1563; N 0.3689; N 0.1709; H 0.2429

Record 2
DFT (ωB97M-V/def2-TZVPD) results for a structure of composition C15H23HfN4P at a distorted geometry.

The geometry in ORCA input format:
```
! wB97M-V def2-TZVPD RIJCOSX def2/J DEFGRID3
* xyz 2 1
C 2.93009 2.45490 -1.19869
C 2.75484 2.11657 0.13881
C 1.91684 1.05269 0.54335
C 1.28839 0.28702 -0.47301
C 1.44645 0.65739 -1.83561
C 2.29033 1.72084 -2.19659
C 1.83403 0.71932 2.01559
C 0.58267 1.11361 2.85880
N -0.70854 1.12233 2.15251
Hf -0.18882 -1.38071 -0.22250
C 0.64113 -0.08429 -2.90724
P -1.07400 -0.59666 -2.35603
H 3.29369 2.65172 0.91948
H 2.38554 1.95889 -3.25484
H 3.57682 3.29286 -1.47667
H 1.14272 -1.00948 -3.25890
H 0.44118 0.54033 -3.79082
H 2.07274 -0.35038 2.18757
H 2.69410 1.26218 2.48750
H 0.52861 0.31778 3.63243
C -1.81629 -1.75039 -3.50815
C -2.05732 0.93933 -2.39724
H 0.80379 2.09636 3.41506
C -1.03175 2.27906 1.33129
C -1.83682 0.54817 2.89288
H -2.15477 -1.68310 -0.09074
H -1.34492 3.26818 1.85608
H -0.17565 2.48938 0.66559
H -1.85740 1.97976 0.66134
H -2.45040 1.22268 3.57803
H -2.50310 0.09774 2.13608
H -1.46839 -0.29928 3.50735
H -2.32719 1.16837 -3.44146
H -2.96390 0.78985 -1.78283
H -1.51610 1.78980 -1.95467
H -2.01268 -1.22070 -4.44961
H -1.13702 -2.60308 -3.63531
H -2.74155 -2.11645 -3.03204
H -1.88145 -1.51586 0.60110
N 0.46035 -3.15148 0.63935
C 0.67206 -4.07856 1.41478
N 1.15352 -5.08799 1.92104
C 0.44276 -6.05310 2.56495
N -0.10459 -6.95560 3.14195
*
```

Results
Max |F| = 6.8 eV Å⁻¹
Energy relative to the best compared isomer or geometry (same formula, charge and spin) = 47.9 kcal/mol
HOMO (spin up / spin down) = -15.26 / -15.26 eV
E = -32462.909 eV
HOMO-LUMO gap (spin up / spin down) = 5.8 / 5.8 eV

Results of the natural (NBO) charge analysis, in e, for atoms 1 through 6: C -0.1325; C -0.1903; C 0.0183; C -0.5835; C -0.0442; C -0.1990

Record 3
DFT (ωB97M-V/def2-TZVPD) results for a structure of composition C30H25In2N5O14S at a distorted geometry.

The geometry in ORCA input format:
```
! wB97M-V def2-TZVPD RIJCOSX def2/J DEFGRID3
* xyz 3 2
In -1.07346 -2.85864 2.89356
In 3.44489 2.13009 1.06699
S 0.90874 -0.12636 1.76478
O 1.77718 -0.04236 0.56958
O 1.13421 1.13334 2.43182
O -0.48716 -0.44202 1.47644
O 1.29159 -1.22542 2.62266
C 3.67311 -3.07442 -3.59071
C 2.82560 -2.13478 -3.02187
C 2.00103 -2.62331 -1.97308
C 2.16673 -3.85530 -1.37853
C 3.03223 -4.75308 -2.05802
C 3.83250 -4.34313 -3.07633
N 1.34399 -4.22346 -0.18910
O 1.36514 -5.37780 0.19847
O 0.72062 -3.37069 0.39763
H 4.23889 -2.73388 -4.44529
H 2.66705 -1.15044 -3.43704
H 1.29564 -1.92396 -1.54913
H 3.12809 -5.79230 -1.78012
H 4.34777 -5.13255 -3.60331
C -2.14202 7.56135 0.00369
C -0.82116 7.64594 0.45099
C -0.18178 6.39533 0.70681
C -0.75966 5.16013 0.35749
C -2.02046 5.18851 -0.25772
C -2.72352 6.42052 -0.45753
N 0.00296 3.89766 0.47963
O -0.43091 2.86627 -0.13951
O 0.97435 3.84428 1.22832
H -2.69441 8.48938 0.00854
H -0.40942 8.61186 0.70375
H 0.79288 6.45245 1.16850
H -2.33304 4.20260 -0.56863
H -3.76861 6.53310 -0.70552
C 5.30060 -5.50199 1.56302
C 5.98101 -5.29356 0.37678
C 5.90522 -4.06218 -0.23093
C 5.04948 -3.06876 0.14857
C 4.33297 -3.27532 1.34917
C 4.54707 -4.45231 2.06942
N 5.04071 -1.78065 -0.56637
O 4.34467 -0.87280 -0.08869
O 5.69219 -1.62605 -1.59343
H 5.43735 -6.31977 2.25506
H 6.55946 -6.09156 -0.06481
H 6.42378 -4.02347 -1.17750
H 3.73673 -2.47567 1.76323
H 4.15986 -4.51494 3.07568
C -3.24476 4.00526 2.50121
C -4.47683 3.54154 2.01813
C -4.67245 2.17684 1.86149
C -3.75294 1.26545 2.33463
C -2.53222 1.71037 2.78363
C -2.26667 3.08475 2.84225
N -4.12109 -0.18733 2.46869
O -3.31242 -0.88015 3.07951
O -5.03130 -0.64859 1.77828
H -2.99645 5.05590 2.47100
H -5.25384 4.20810 1.67411
H -5.56907 1.82074 1.37604
H -1.72283 1.00631 2.90856
H -1.25399 3.37077 3.08526
C -4.14189 1.14946 -2.72037
C -4.85336 -0.00440 -2.88746
C -4.40667 -1.21330 -2.49933
C -3.31639 -1.32927 -1.64384
C -2.56023 -0.11966 -1.40302
C -2.96904 1.10944 -1.91759
N -2.83280 -2.65064 -1.20702
O -3.24029 -3.67517 -1.70122
O -1.91297 -2.71418 -0.34830
H -4.50522 2.05902 -3.17546
H -5.69443 0.16393 -3.54372
H -4.91988 -2.12273 -2.77494
H -1.71244 -0.16497 -0.73549
H -2.35822 1.99263 -1.80243
*
```

Results
Max |F| = 3.4 eV Å⁻¹
HOMO (spin up / spin down) = -16.09 / -16.09 eV
E = -88767.269 eV
HOMO-LUMO gap (spin up / spin down) = 3.6 / 3.7 eV

Results of the Mulliken charge analysis, in e, for atoms 1 through 6: In 1.0032; In 0.9729; S 1.4169; O -0.5616; O -0.6131; O -0.3862

Record 4
DFT (ωB97M-V/def2-TZVPD) results for the ion C6H11BNO3 with charge +1 at a distorted geometry.

The geometry in ORCA input format:
```
! wB97M-V def2-TZVPD RIJCOSX def2/J DEFGRID3
* xyz 1 3
B 3.18735 -0.44611 -0.02754
C 0.01396 1.85895 0.39243
C 1.23426 1.42503 0.06360
C -1.13846 1.05168 0.27875
C 1.52746 0.04864 -0.45685
C -1.05488 -0.24832 0.02095
C -3.28154 -0.90369 -0.07546
N 0.37034 -0.86600 -0.03299
O 4.25724 0.11831 -0.58175
O 3.19366 -1.56735 0.66496
O -1.91282 -1.29013 -0.13209
H -0.20152 2.75704 0.82963
H 2.21718 1.99779 0.21538
H -2.15828 1.53536 0.47153
H 1.36376 0.15022 -1.63206
H -3.50344 -1.22575 1.02184
H -3.76572 -1.42321 -0.76457
H -3.48064 0.17011 -0.25054
H 0.16760 -1.65997 -0.56732
H 0.45298 -1.12192 0.87419
H 4.36893 0.51292 -1.43467
H 3.94026 -2.08938 0.55447
*
```

Results
Max |F| = 7.3 eV Å⁻¹
HOMO (spin up / spin down) = -9.48 / -14.30 eV
E = -14699.596 eV
HOMO-LUMO gap (spin up / spin down) = 6.6 / 8.3 eV

Results of the natural (NBO) charge analysis, in e, for atoms 1 through 6: B 1.1524; C -0.2431; C -0.1293; C -0.3057; C -0.4042; C 0.4183

Record 5
DFT (ωB97M-V/def2-TZVPD) results for a structure of composition C44H52N7O4RuSi at a distorted geometry.

The geometry in ORCA input format:
```
! wB97M-V def2-TZVPD RIJCOSX def2/J DEFGRID3
* xyz 0 6
Ru -0.08353 0.42211 0.59437
O -2.11577 3.68952 2.31974
C -1.65593 2.84045 1.58575
O -0.93252 1.82647 1.95290
C -1.94367 2.95373 0.09867
C -2.66838 4.07638 -0.34678
C -2.96676 4.17716 -1.66725
C -2.54846 3.16444 -2.55590
C -2.85364 3.21465 -3.93812
C -2.42320 2.23335 -4.77749
C -1.65216 1.16546 -4.26750
C -1.34201 1.09302 -2.94232
C -1.79662 2.08351 -2.03920
N -1.51195 2.00117 -0.69373
H -2.96923 4.80708 0.39174
H -3.52358 5.02348 -2.05605
H -3.43886 4.04926 -4.30996
H -2.65782 2.27396 -5.83406
H -1.29302 0.39416 -4.93818
H -0.75432 0.27555 -2.56651
C -1.25897 -0.96461 3.41224
N -2.07474 -1.58596 4.45745
C -2.11726 -3.02891 4.19945
N -2.66025 -3.33718 2.87159
C -1.82499 -2.67967 1.86459
N -1.78084 -1.21445 2.05453
C -3.16075 -0.69539 1.99897
N -4.01924 -1.31741 3.00867
C -3.43969 -1.05232 4.33388
C -4.01328 -2.76661 2.78850
H -0.25565 -1.38441 3.45455
H -1.21579 0.10924 3.57598
H -2.73656 -3.50933 4.95777
H -1.10467 -3.43164 4.26812
H -2.24280 -2.89612 0.87951
H -0.81266 -3.07425 1.90344
H -3.56516 -0.88304 1.00690
H -3.13150 0.38227 2.16921
H -4.06971 -1.50888 5.09663
H -3.41233 0.02482 4.49734
H -4.42765 -2.97976 1.80220
H -4.64275 -3.23947 3.54144
C -1.89331 -5.77070 -4.92112
C -1.60631 -4.74728 -3.85124
C -2.59957 -3.91169 -3.37033
C -2.36312 -2.95915 -2.38171
C -3.55693 -2.13005 -1.96278
C -1.06032 -2.84675 -1.83878
C -0.03554 -3.70878 -2.31145
C 1.39818 -3.69897 -1.82078
C -0.33632 -4.62743 -3.30851
C -0.74658 -1.79526 -0.81127
O 0.30155 -1.85569 -0.11545
O -1.52328 -0.79075 -0.66277
H -2.89895 -5.65055 -5.32311
H -1.80861 -6.78277 -4.51871
H -1.18180 -5.68567 -5.74371
H -3.60334 -3.99772 -3.77763
H -4.46094 -2.54334 -2.41107
H -3.45261 -1.09200 -2.27822
H -3.68452 -2.11454 -0.88141
H 1.85481 -2.71621 -1.93257
H 1.98204 -4.42429 -2.39130
H 1.46176 -3.94870 -0.76392
H 0.45850 -5.27400 -3.67061
C 1.33399 4.47014 -3.97260
C 1.72200 3.22523 -4.45566
C 1.83349 2.14420 -3.58820
C 1.56427 2.28318 -2.22419
C 1.17368 3.54345 -1.75896
C 1.06185 4.62907 -2.61889
Si 1.82577 0.81209 -1.06520
C 3.65496 1.07724 -0.57105
C 4.51423 -0.01986 -0.43573
C 5.86279 0.14240 -0.13217
C 6.38685 1.41633 0.04151
C 5.55572 2.52167 -0.09898
C 4.20845 2.35171 -0.40125
H 1.24253 5.31261 -4.64843
H 1.93335 3.09513 -5.51234
H 2.13501 1.17532 -3.97954
H 0.94005 3.68454 -0.70514
H 0.75604 5.59688 -2.23414
H 1.96775 -0.33897 -1.99782
H 4.12660 -1.02613 -0.59781
H 6.50518 -0.72758 -0.03451
H 7.43722 1.54731 0.27378
H 5.95918 3.52166 0.01768
H 3.58585 3.23120 -0.52415
C 1.17275 0.73669 4.24788
C 2.45879 1.05953 5.06741
N 3.61646 1.17335 4.17973
C 3.77536 -0.09185 3.45434
C 2.51620 -0.37240 2.58757
N 1.50659 0.67997 2.80737
C 2.05357 2.00986 2.45260
C 3.37970 2.25675 3.22090
H 0.41138 1.50671 4.37423
H 0.74936 -0.21161 4.56945
H 2.66092 0.26732 5.78945
H 2.34809 1.99402 5.62040
H 3.93386 -0.88654 4.18652
H 4.66525 -0.02584 2.82661
H 2.06529 -1.33927 2.82823
H 2.76918 -0.38069 1.53221
H 1.29173 2.74786 2.69799
H 2.22506 2.04997 1.38242
H 3.34523 3.20131 3.76573
H 4.22228 2.29649 2.52805
*
```

Results
Max |F| = 1.2 eV Å⁻¹
Energy relative to the best compared isomer or geometry (same formula, charge and spin) = 11.3 kcal/mol
HOMO (spin up / spin down) = -7.30 / -8.08 eV
E = -75551.749 eV
HOMO-LUMO gap (spin up / spin down) = 7.0 / 6.8 eV

Results of the Mulliken charge analysis, in e, for atoms 1 through 6: Ru 1.5106; O -0.7239; C -0.1439; O 0.1747; C 0.6612; C -1.2255